No. 1
Entry from OMol25: 2 unconnected molecules or ions with the total composition C4H9NO3 at a distorted geometry (ωB97M-V with the def2-TZVPD basis set).

Summary:
gap between HOMO and LUMO: 9.76 eV
LUMO: 0.46 eV
max |F|: 0.058 hartree/bohr
total charge: 0

Each line ends with the natural charge from an NBO analysis.
Atoms and positions in Å:
C 1.8526 0.0786 1.4116  0.5411
N 0.9317 0.3542 0.3250  -0.4665
C 0.6917 -0.5051 -0.8627  -0.3929
C 0.3304 1.7104 0.1865  -0.3453
C -1.2227 1.5705 -0.0484  0.4139
O -1.8801 2.5170 -0.3147  -0.5056
O 2.0843 0.8557 2.3104  -0.5869
H 2.3545 -0.9042 1.3653  0.1220
H -0.0893 -0.0130 -1.3900  0.2123
H 1.5633 -0.5833 -1.4257  0.1908
H 0.5557 -1.4705 -0.5151  0.1990
H 0.7731 2.3120 -0.6819  0.2164
H 0.5451 2.2482 1.1721  0.2708
H -1.7681 0.6081 0.0936  0.1297
H -2.9682 -2.9941 -0.3197  0.4685
H -1.5154 -3.1844 -0.5598  0.4647
O -2.2388 -2.6001 -0.7466  -0.9319

---

No. 2
Entry from OMol25: a single C4H9NO3 molecule at a distorted geometry (ωB97M-V with the def2-TZVPD basis set).

Summary:
gap between HOMO and LUMO: 10.07 eV
LUMO: 0.68 eV
max |F|: 0.045 hartree/bohr
total charge: 0

Each line ends with the natural charge from an NBO analysis.
Atoms and positions in Å:
C 0.3332 0.5645 -0.2239  0.2530
C -0.2837 1.1660 -1.4366  -0.6512
C 0.5831 1.4623 0.9307  -0.6779
C 0.4591 -0.9106 -0.0669  0.6735
N -1.6406 -2.1658 0.0973  -0.4944
O -0.6378 -1.6198 -0.7859  -0.4247
O 0.7182 -1.4196 1.2389  -0.7327
O 1.5380 -0.5121 -0.7790  -0.5333
H 1.5751 -1.8706 1.1777  0.4958
H -1.1138 -2.4553 0.9236  0.3502
H -2.1974 -1.3554 0.3668  0.3212
H 0.4401 0.9690 1.8989  0.2402
H -0.3640 0.4529 -2.2576  0.2528
H 0.3324 2.0025 -1.7863  0.2239
H -1.2716 1.5698 -1.1901  0.2258
H 1.6229 1.8024 0.9293  0.2457
H -0.0931 2.3197 0.9631  0.2323

---

No. 3
Entry from OMol25: 2 unconnected molecules or ions with the total composition C4H9NO3 (ωB97M-V with the def2-TZVPD basis set).

Summary:
gap between HOMO and LUMO: 10.14 eV
LUMO: 0.80 eV
max |F|: 0.016 hartree/bohr
total charge: 0

Each line ends with the natural charge from an NBO analysis.
Atoms and positions in Å:
C 1.6171 -1.6071 -0.3576  0.3243
C 0.8319 0.8835 0.4740  0.4341
O 1.7389 -0.5716 -0.9664  -0.5755
O 1.4030 0.6244 1.5037  -0.5948
H 1.1225 1.7313 -0.1664  0.1289
H 1.9491 -1.7063 0.6874  0.1257
H 1.2902 -2.5379 -0.8400  0.1284
H -0.2864 -1.2434 1.3750  0.4843
C -0.9863 0.4358 -1.2820  -0.6364
C -0.5309 0.2367 0.1550  0.2760
N -1.4988 0.8302 1.0697  -0.8291
O -0.4610 -1.1497 0.4277  -0.6910
H -1.7611 1.7600 0.7745  0.3689
H -1.1342 0.8731 2.0160  0.3695
H -0.2543 0.0062 -1.9566  0.2446
H -1.0973 1.4975 -1.4969  0.2098
H -1.9425 -0.0628 -1.4173  0.2323

---

No. 4
Entry from OMol25: a molecular structure, C4H9NO3 at a distorted geometry (ωB97M-V with the def2-TZVPD basis set).

Summary:
gap between HOMO and LUMO: 4.63 eV
LUMO: -4.76 eV
max |F|: 0.098 hartree/bohr
total charge: 0

Each line ends with the natural charge from an NBO analysis.
Atoms and positions in Å:
O 0.6492 2.0199 -0.1272  -0.5578
C -0.5477 1.8367 0.1822  0.4720
C -0.7430 -0.1090 -0.5410  0.1177
C 0.0864 -0.8415 0.2973  -0.0227
C 1.2283 -0.6421 -0.4381  -0.0405
O 0.6373 -1.3310 -2.7964  -0.9967
N -1.4725 1.0009 -0.3063  -0.3804
H -1.0253 2.5275 0.9055  0.1516
H -0.9584 -0.5140 -1.4766  0.3038
H 2.0448 -0.0453 -0.1534  0.2769
H -0.1575 -1.1566 1.3530  0.3540
H 1.2526 -1.0116 -1.5284  0.3416
H 0.6397 1.1310 2.9638  -0.0089
H -0.0125 1.1249 3.1167  0.0101
H -0.5712 -2.2332 3.4187  0.4433
H 1.1175 -1.8011 -3.4899  0.4663
O -0.3073 -1.5004 2.9277  -0.9303

---

No. 5
Entry from OMol25: 2 unconnected molecules or ions with the total composition C4H9NO4 at a distorted geometry (ωB97M-V with the def2-TZVPD basis set).

Summary:
gap between HOMO and LUMO: 10.20 eV
LUMO: 0.52 eV
max |F|: 0.075 hartree/bohr
total charge: 0

Each line ends with the natural charge from an NBO analysis.
Atoms and positions in Å:
O -1.0799 -1.6936 -0.6475  -0.6078
C 0.1374 -1.7639 -0.6381  0.5280
N 0.7811 -0.5069 -0.5476  -0.6416
C -0.1320 0.7032 -0.4726  -0.1904
C 0.3723 2.1909 -0.5112  -0.0844
O -0.2487 2.7504 -1.6672  -0.7210
C -1.0461 0.7057 0.7988  0.4354
O -0.8104 -0.1133 1.6601  -0.5279
H 0.8654 -2.6710 -0.6786  0.1730
H 1.7285 -0.3489 -0.6284  0.3932
H -0.9245 0.4045 -1.2578  0.2431
H 1.3892 2.3970 -0.5367  0.1826
H 0.2274 2.8933 0.2576  0.1985
H -0.5361 2.1223 -2.2957  0.4749
H -1.9543 1.3168 0.7490  0.1391
H 0.5737 -2.3576 2.0038  0.4997
H 1.8127 -1.2444 1.5858  0.4876
O 1.5590 -2.1910 1.8512  -0.9820

---

No. 6
Entry from OMol25: a molecular structure, C4H9NO4S2 at a distorted geometry (ωB97M-V with the def2-TZVPD basis set).

Summary:
gap between HOMO and LUMO: 9.37 eV
LUMO: -0.58 eV
max |F|: 0.107 hartree/bohr
total charge: 0

Each line ends with the natural charge from an NBO analysis.
Atoms and positions in Å:
C 1.1009 0.3549 -1.6292  -0.4352
C 0.1335 1.3413 -1.1076  -0.4349
C 0.3786 0.1131 -0.4039  -0.4188
C -2.4649 -1.3610 0.9005  -0.8083
N 2.2407 1.2828 1.1480  -1.1379
O -1.1269 -2.3477 -1.2677  -0.8985
O -2.4193 -0.2170 -1.4464  -0.9171
O 0.2120 0.3211 2.2513  -0.9339
O 1.8739 -1.2175 1.0945  -0.9137
S -1.5645 -1.1166 -0.7110  2.0459
S 1.1455 -0.0045 1.1451  2.2930
H 0.7806 -0.3290 -2.4888  0.2536
H 2.1359 0.4465 -1.5341  0.2217
H 0.5149 2.1560 -0.4529  0.2369
H -0.7064 1.5293 -1.5815  0.2438
H -2.4493 -2.3297 1.1603  0.2318
H -1.7698 -0.7652 1.5078  0.2648
H -3.5153 -0.9605 0.8683  0.2589
H 3.0986 1.2813 0.5118  0.4139
H 2.4012 1.8222 2.0354  0.4340

---

No. 7
Entry from OMol25: a single C4H9NOS molecule at a distorted geometry (ωB97M-V with the def2-TZVPD basis set).

Summary:
gap between HOMO and LUMO (alpha / beta): 7.37 / 8.11 eV
LUMO (alpha / beta): -0.78 / -0.11 eV
max |F|: 0.033 hartree/bohr
total charge: 0

Each line ends with the natural charge from an NBO analysis.
Atoms and positions in Å:
C 0.0678 -1.1365 0.2699  -0.5165
C -0.1373 -0.3965 1.5734  -0.5735
C 0.6697 -0.2440 -0.7593  -0.0863
C 0.3283 -0.3528 -2.1914  -0.6821
N -0.5040 2.5179 1.5768  -1.0702
O -2.2195 1.0639 0.5711  -0.9254
S -0.8020 1.2403 0.7773  1.6845
H 0.7143 -2.0065 0.4429  0.2463
H -0.8966 -1.5003 -0.0891  0.2303
H -0.8380 -0.8642 2.2595  0.2369
H 0.7902 -0.1409 2.0792  0.2121
H 1.6009 0.2411 -0.5067  0.1890
H 0.3099 0.6370 -2.6514  0.2417
H -0.6416 -0.8249 -2.3317  0.2226
H 1.0817 -0.9355 -2.7350  0.2256
H 0.4763 2.7019 1.7146  0.3650

---

No. 8
Entry from OMol25: 3 unconnected molecules or ions with the total composition C4H9NOS at a distorted geometry (ωB97M-V with the def2-TZVPD basis set).

Summary:
gap between HOMO and LUMO: 4.55 eV
LUMO: -3.76 eV
max |F|: 0.051 hartree/bohr
total charge: 0

Each line ends with the natural charge from an NBO analysis.
Atoms and positions in Å:
O 1.9729 0.5614 0.6602  -0.4254
C 1.0987 -0.2064 0.9512  0.3179
C 0.1340 -0.0376 2.0457  0.1850
C 0.6624 1.6203 -1.6662  -0.3876
C 0.8355 0.6479 -2.5423  -0.3871
S -2.5857 -1.2060 -0.5762  -0.5277
N -0.7475 -1.0530 2.1444  -0.8055
H 0.9379 -1.1961 0.4843  0.1442
H -0.1594 0.9632 2.3680  0.1936
H -0.2049 1.4978 -1.0233  0.1840
H 1.2976 2.4782 -1.5144  0.1991
H 0.0459 -0.0945 -2.6282  0.2012
H 1.6125 0.5583 -3.2901  0.1918
H -2.3253 -2.4190 -0.0623  0.1072
H -0.9688 -1.1985 3.1284  0.4049
H -1.6060 -0.9160 1.5208  0.4042

---

No. 9
Entry from OMol25: a single C4H9NOS molecule at a distorted geometry (ωB97M-V with the def2-TZVPD basis set).

Summary:
gap between HOMO and LUMO: 9.61 eV
LUMO: 0.77 eV
max |F|: 0.044 hartree/bohr
total charge: 0

Each line ends with the natural charge from an NBO analysis.
Atoms and positions in Å:
C 0.9838 -0.0993 -0.2248  -0.5090
C -0.1155 0.3233 -1.1996  -0.4057
C -1.2110 1.1493 -0.5331  -0.5091
S -0.6828 2.5818 0.4715  -0.0823
C 0.4552 -0.8991 0.9549  0.6784
N 0.3886 -2.2614 0.7771  -0.8480
O 0.1873 -0.3664 2.0149  -0.6178
H 1.7724 -0.6625 -0.7166  0.2091
H 1.5034 0.7687 0.1806  0.2411
H -0.6172 -0.5473 -1.6319  0.2116
H 0.3346 0.9405 -1.9665  0.2178
H -1.9540 0.6034 0.0359  0.2205
H -1.7473 1.7359 -1.2715  0.2255
H -0.1405 2.0411 1.5700  0.1497
H -0.1415 -2.7194 1.4898  0.4155
H 0.9847 -2.5885 0.0492  0.4027

---

No. 10
Entry from OMol25: a single C4H9NOS molecule at a distorted geometry (ωB97M-V with the def2-TZVPD basis set).

Summary:
gap between HOMO and LUMO: 9.30 eV
LUMO: 0.56 eV
max |F|: 0.124 hartree/bohr
total charge: 0

Each line ends with the natural charge from an NBO analysis.
Atoms and positions in Å:
C 1.2556 -1.1516 -0.2693  -0.2129
C -0.0188 -0.9591 0.6689  -0.2651
C -1.4016 -0.9277 0.3738  0.1329
C -0.5291 0.4451 0.8159  -0.4546
H 2.3033 0.7252 -0.1171  0.3543
H 3.1914 -0.6675 0.5789  0.3575
H 0.9816 -0.8933 -1.2258  0.2003
H 1.7523 -2.0775 -0.3069  0.2030
H 0.0745 -1.5222 1.6707  0.2077
H -2.0058 -1.1120 1.3079  0.1847
H -2.4241 -0.3900 -1.1818  0.4779
H -0.6244 0.7600 1.8075  0.2153
H 0.9933 1.9383 -0.5863  0.1019
N 2.4940 -0.2781 -0.2059  -0.8420
O -1.6617 -1.1635 -0.9201  -0.6606
S -0.2652 1.8784 -0.1676  -0.0003

---

No. 11
Entry from OMol25: a single C4H9NOS2 molecule at a distorted geometry (ωB97M-V with the def2-TZVPD basis set).

Summary:
gap between HOMO and LUMO: 9.35 eV
LUMO: 0.25 eV
max |F|: 0.051 hartree/bohr
total charge: 0

Each line ends with the natural charge from an NBO analysis.
Atoms and positions in Å:
S -1.0985 1.4449 2.9434  -0.1379
S 0.1156 1.5648 1.2134  0.0840
C -0.6964 0.2332 0.2366  -0.5501
C 0.3495 -0.9229 0.0985  -0.2400
N 1.1068 -0.8073 -1.1287  -0.6308
C 0.7799 -1.3584 -2.3460  0.6806
C -0.5574 -2.0038 -2.5860  -0.7399
O 1.5867 -1.3573 -3.2482  -0.6023
H -2.1472 2.1131 2.4272  0.1263
H -1.0366 0.6197 -0.7360  0.2277
H -1.6838 0.0444 0.6367  0.2385
H -0.1904 -1.8743 0.2123  0.1989
H 1.0079 -0.9323 0.9386  0.2186
H 2.0571 -0.5835 -0.8987  0.4086
H -0.4399 -2.7425 -3.3884  0.2527
H -1.1388 -1.1649 -3.0008  0.2383
H -1.2358 -2.4518 -1.8569  0.2268

---

No. 12
Entry from OMol25: 2 unconnected molecules or ions with the total composition C4H9NOSi at a distorted geometry (ωB97M-V with the def2-TZVPD basis set).

Summary:
gap between HOMO and LUMO: 10.13 eV
LUMO: 0.66 eV
max |F|: 0.062 hartree/bohr
total charge: 0

Each line ends with the natural charge from an NBO analysis.
Atoms and positions in Å:
C 1.7129 -1.2535 0.3965  0.8718
C -1.4881 0.7295 0.7724  -0.4302
C -1.2333 0.0742 -0.3950  -0.1488
C -1.3264 -1.5345 -0.5391  -0.6564
N 1.6635 -0.0687 0.2317  -0.9374
O 1.7973 -2.3854 0.7030  -0.5440
Si 1.8185 1.6245 -0.1815  1.0706
H -1.9611 0.3548 1.6460  0.1988
H -1.4525 1.7873 0.7097  0.1858
H -1.0505 0.7093 -1.2616  0.1915
H -1.4886 -1.9171 0.4849  0.2195
H -0.3301 -1.7353 -0.9867  0.2192
H -2.2132 -1.9125 -1.0956  0.2253
H 0.9164 1.6891 -1.2887  -0.1667
H 3.2571 1.7788 -0.4118  -0.1610
H 1.3781 2.0595 1.2158  -0.1381